Entry i
Below is a gas-phase ion, C6H16N2 (charge +1), with properties calculated with the ωB97M-V functional and the def2-TZVPD basis.

XYZ file:
```
24
Properties=species:S:1:pos:R:3:lowdin_spin:R:1
C 0.74848 0.62750 -3.10429 0.001
C 0.17441 0.79399 -1.67524 0.001
C 1.12503 0.26040 -0.59290 0.000
C 0.78732 -1.21874 -0.17478 0.055
C -0.43480 -1.45254 0.68458 0.076
N -0.19454 -0.70455 1.91755 0.664
C -0.76118 0.67797 2.12839 0.045
N -2.25787 0.62854 2.58603 0.083
H 1.53868 -0.11430 -3.02864 0.000
H 0.03319 0.75104 -3.87047 0.000
H 1.43015 1.43147 -3.33889 0.000
H 0.02115 1.82673 -1.42847 0.000
H -0.70525 0.26668 -1.66048 0.000
H 0.88863 0.92320 0.22742 0.000
H 2.18436 0.46640 -0.71442 0.001
H 0.80089 -1.87837 -0.99940 0.010
H 1.72392 -1.65864 0.43302 0.002
H -0.46352 -2.54094 0.91985 0.026
H -1.52048 -1.28286 0.20106 0.001
H 0.84092 -0.64162 2.03070 0.014
H -0.08469 1.24855 2.73524 0.000
H -0.82631 1.29898 1.30027 0.022
H -2.71479 0.00530 1.84439 0.000
H -2.33371 0.28583 3.57948 -0.001
```

Values from the calculation:
Total charge: +1
Multiplicity: 2
HOMO level (alpha / beta), Eh: -0.5353 / -0.5352

---

Entry ii
Below is 2 unconnected molecules or ions with the total composition C6H16N2, with properties calculated with the ωB97M-V functional and the def2-TZVPD basis.

XYZ file:
```
24
Properties=species:S:1:pos:R:3:lowdin_spin:R:1
N -2.34841 -0.84187 1.12386 0.826
C -1.01054 -0.79529 0.48027 0.064
C -1.21472 0.10124 -0.76061 -0.057
C -1.67416 1.33805 -0.21168 0.000
C 0.10912 0.33805 -1.40181 -0.282
C -0.47599 -2.19188 0.12923 0.021
N 2.05502 1.49931 0.00141 0.412
C 2.71684 0.60919 0.89501 0.071
H 0.57789 -1.87251 -0.20635 0.002
H -2.27927 -1.60054 1.87167 0.020
H -0.46840 -0.19087 1.22681 0.029
H -1.92740 -0.52832 -1.32369 -0.031
H -1.82087 2.09403 -1.00323 -0.001
H -2.67622 1.15455 0.28740 0.002
H -1.02293 1.68810 0.53353 0.001
H 0.90638 0.95546 -0.78253 -0.086
H 0.55428 -0.60801 -1.59288 -0.015
H -0.00108 0.91574 -2.37156 -0.025
H -0.42389 -2.90203 0.90984 0.000
H -1.03449 -2.52315 -0.73784 0.000
H 2.73398 2.23265 -0.47653 -0.005
H 2.14673 0.64718 1.84557 0.033
H 2.80429 -0.44443 0.45599 0.037
H 3.77382 0.92536 1.10811 -0.018
```

Values from the calculation:
Total charge: +1
Multiplicity: 2
HOMO level (alpha / beta), Eh: -0.4896 / -0.4869

---

Most stable structure among those shown: entry i.